1.
The following is a quantum chemistry calculation of C37H43LuNO2P as an isolated structure in a non-equilibrium geometry, from OMol25.

Computed properties:
Gap between HOMO and LUMO (alpha / beta) ... 0.159 / 0.159 Eh
Energy relative to the best compared isomer or geometry (same formula, charge and spin) ... 0.0 kcal per mole

Positions of all 85 atoms, in Å:
O -4.26748 0.45008 -2.50465
C -3.54860 0.88649 -1.28130
C -2.60174 -0.31462 -1.30865
H -4.28412 0.85216 -0.46264
H -3.06296 1.88086 -1.28162
C -3.45333 -0.75573 -2.54737
H -2.77136 -0.99381 -0.45383
H -1.54671 -0.08991 -1.50307
C -4.17358 -2.04185 -2.23327
H -5.02643 -1.84619 -1.59828
H -3.52597 -2.75011 -1.72799
H -4.47572 -2.55562 -3.14642
C -2.69426 -0.79738 -3.85169
H -2.08162 -1.70033 -3.91717
H -2.02123 0.05773 -3.97190
H -3.40066 -0.81147 -4.69657
Lu -1.18878 -0.66343 1.55203
C 1.10138 -1.42341 1.24904
C 0.71547 -1.80278 2.57441
C -0.30186 -2.79052 2.45359
H 1.15041 -1.50343 3.53083
C -0.47135 -3.06592 1.06551
C 0.28995 -2.13543 0.31014
H 0.31928 -2.05920 -0.77658
H 1.90230 -0.76466 0.95160
H -0.78849 -3.32183 3.27314
H -0.97734 -3.93449 0.63952
C 2.02702 0.41731 -1.81819
C 1.94821 -0.32532 -3.03504
C 0.85064 0.17887 -3.78372
H 2.61271 -1.10245 -3.38118
C 0.18029 1.16545 -2.97774
C 0.93131 1.34189 -1.77802
H 0.69866 2.06321 -0.97834
H 2.80490 0.34831 -1.07015
H 0.60045 -0.10677 -4.81375
H -0.71803 1.72524 -3.26461
O -3.11617 -1.39615 1.79738
C -3.28410 -2.90094 1.39528
C -4.79169 -3.16009 1.28277
H -2.82087 -3.50243 2.19596
H -2.74600 -3.03112 0.44990
C -5.52917 -1.96321 1.90680
H -5.04127 -4.08563 1.80380
H -5.07680 -3.29366 0.22873
C -4.54800 -0.79186 1.97170
H -5.91589 -2.21668 2.90620
H -6.41650 -1.68534 1.33365
H -4.56030 -0.28714 2.94217
H -4.65932 -0.09114 1.13337
N 0.18147 1.04417 1.61707
P 1.45526 1.95889 1.85899
C 2.33520 1.76370 3.45517
C 2.19741 2.70310 4.49079
C 3.08363 2.69397 5.57098
C 4.05632 1.70012 5.67417
C 4.07949 0.66112 4.74321
C 3.16043 0.64663 3.68941
C 2.93656 2.17921 0.75265
C 2.94878 3.18176 -0.24394
C 4.05978 3.44902 -1.04070
C 5.23658 2.71858 -0.87024
C 5.27049 1.72470 0.10607
C 4.13847 1.44994 0.87907
C 1.04062 3.72744 1.91154
C -0.26187 4.10646 1.58760
C -0.59548 5.46418 1.59153
C 0.36849 6.42925 1.91604
C 1.67882 6.04290 2.22449
C 2.01955 4.69283 2.20274
H 1.42235 3.47190 4.44118
H 3.02392 3.48228 6.31801
H 4.78514 1.72483 6.47922
H 4.81472 -0.14058 4.82036
H 3.12072 -0.21970 3.01804
H 2.06082 3.80431 -0.38074
H 4.00918 4.25727 -1.77798
H 6.11949 2.94141 -1.47062
H 6.19668 1.17156 0.29976
H 4.22291 0.66883 1.63177
H -0.98512 3.32679 1.34983
H -1.61176 5.76673 1.34065
H 0.09759 7.48856 1.92109
H 2.43176 6.79235 2.47858
H 3.04986 4.40454 2.41341

=====

2.
The following is a quantum chemistry calculation of C23H38HgO12 as an isolated structure in a non-equilibrium geometry, from OMol25.

Computed properties:
Gap between HOMO and LUMO ... 0.084 Eh
Energy relative to the best compared isomer or geometry (same formula, charge and spin) ... 245.9 kcal per mole

Positions of all 74 atoms, in Å:
Hg -0.25196 1.28899 1.93725
C 0.45723 -2.40846 7.14837
C 1.45203 -1.45229 6.32545
O 0.74285 -0.40708 5.70840
H -0.38435 -1.83571 7.53796
H 0.97971 -3.09430 7.81526
H -0.28267 -2.85408 6.48348
H 1.90146 -1.94984 5.46606
H 2.26849 -1.20591 7.00427
C 0.90546 6.54398 2.96412
O 0.25021 5.32548 3.28935
H 1.05915 6.73633 1.90228
H 0.37288 7.41881 3.33714
H 1.93013 6.72428 3.28916
O 4.41300 1.86106 1.68509
C 5.55371 1.50112 1.68186
O 6.43341 2.50378 1.31467
C 7.85639 2.11195 1.38023
C 7.74719 0.73998 2.02366
C 6.26134 0.35759 2.32342
H 8.43594 2.76210 2.03560
H 8.30486 2.14990 0.38749
H 8.28217 1.02353 2.93002
H 8.43620 -0.03336 1.68409
H 5.98937 0.32072 3.37830
H 5.90609 -0.53983 1.81693
O -4.49990 2.48967 -0.08170
C -5.13013 2.48747 -1.15552
O -5.00620 3.51714 -2.08831
C -5.89256 3.41662 -3.11430
C -6.99791 2.42849 -2.53103
C -6.17090 1.52011 -1.71000
H -5.57998 2.96054 -4.05366
H -6.22844 4.41840 -3.38208
H -7.42072 2.07809 -3.47260
H -7.78239 2.94775 -1.98052
H -5.68443 0.80884 -2.37749
H -6.81585 1.18793 -0.89650
O 1.48381 -2.97210 -0.95963
C 2.17568 -3.76768 -1.66772
O 3.37880 -3.47514 -2.23505
C 3.59949 -4.42954 -3.34853
C 2.26048 -5.11158 -3.61485
C 1.64699 -5.03897 -2.25973
H 4.39419 -5.09603 -3.01333
H 4.10693 -4.07798 -4.24687
H 2.38748 -6.16269 -3.87396
H 1.82304 -4.51020 -4.41177
H 1.92362 -5.93642 -1.70643
H 0.56079 -5.07207 -2.17493
O -3.20944 -2.42488 1.87775
C -3.91582 -3.44096 1.85795
O -5.24739 -3.25205 1.77842
C -5.91677 -4.54137 1.84048
C -4.86610 -5.37790 2.63480
C -3.61307 -4.84090 2.01853
H -6.12971 -4.94687 0.85137
H -6.82471 -4.48163 2.44064
H -5.07367 -6.43441 2.80443
H -4.80532 -5.29127 3.71965
H -3.59702 -5.23543 1.00255
H -2.67068 -4.95024 2.55522
O 0.11796 2.70897 -2.49357
C 0.15824 3.21344 -3.57549
O -0.60638 2.73377 -4.54850
C -0.49790 3.61378 -5.70721
C 0.75420 4.37327 -5.54399
C 1.12332 4.33625 -4.07033
H -1.34623 4.29152 -5.61178
H -0.54617 3.20160 -6.71512
H 0.54244 5.34986 -5.97932
H 1.44637 3.89170 -6.23471
H 1.00660 5.24713 -3.48316
H 2.16504 4.05718 -3.91201

=====

3.
The following is a quantum chemistry calculation of C79H62AsFGeKNO4P3 as an isolated structure in a non-equilibrium geometry, from OMol25.

Computed properties:
Charge ... +1
Gap between HOMO and LUMO ... 0.267 Eh
Energy relative to the best compared isomer or geometry (same formula, charge and spin) ... 3.0 kcal per mole

Positions of all 153 atoms, in Å:
K 0.45111 -0.02478 0.33773
O 4.38569 -2.45956 0.03101
C 3.42231 -1.59182 0.31562
O 2.60324 -1.20478 -0.48121
C 3.44599 -1.10785 1.73383
C 4.47806 -1.36099 2.62935
C 4.36902 -0.83000 3.90520
C 3.25275 -0.07599 4.23964
C 2.27814 0.12609 3.26760
N 2.38891 -0.37841 2.04846
C 1.03780 0.97046 3.40155
O 0.69657 1.42552 4.60444
O 0.39005 1.23384 2.42557
H 4.30660 -2.73463 -0.89630
H 5.33496 -1.94641 2.32861
H 5.15204 -0.99207 4.63351
H 3.17672 0.35062 5.23229
H 1.29030 1.13157 5.30325
F -1.21169 -1.32437 -0.19840
Ge -2.66472 -2.19490 -0.72327
C -2.50004 -2.37952 -2.67675
C -3.61735 -2.97132 -3.27341
C -3.61076 -3.33827 -4.60687
C -2.45571 -3.16094 -5.35278
C -1.35071 -2.55715 -4.77869
C -1.36387 -2.11394 -3.45434
P 0.06302 -1.13795 -2.78075
C 1.46177 -2.12035 -3.42346
C 1.49063 -3.48531 -3.12824
C 2.60905 -4.24871 -3.42284
C 3.71852 -3.65258 -4.01038
C 3.69914 -2.29679 -4.30444
C 2.57963 -1.53088 -4.00636
C 0.03416 0.33598 -3.88452
C -0.14456 1.55943 -3.24407
C -0.22673 2.74470 -3.96007
C -0.12752 2.72001 -5.33997
C 0.07512 1.51112 -5.99277
C 0.16427 0.33075 -5.27400
C -2.51265 -3.90845 0.24423
C -3.43293 -4.89000 -0.13618
C -3.48539 -6.11849 0.49728
C -2.60399 -6.38939 1.53359
C -1.68154 -5.43205 1.91573
C -1.61956 -4.18562 1.28709
P -0.35631 -2.97467 1.88820
C 1.05907 -4.12376 2.12479
C 1.56096 -4.58518 3.33811
C 2.68561 -5.40098 3.36593
C 3.31437 -5.77067 2.18705
C 2.81379 -5.32529 0.97060
C 1.70340 -4.49860 0.94233
C -0.96498 -2.67811 3.58958
C -2.28205 -2.90095 3.98380
C -2.70785 -2.53465 5.25405
C -1.83010 -1.93675 6.14381
C -0.51801 -1.69963 5.75793
C -0.09525 -2.05759 4.48928
C -4.25266 -1.19595 -0.14224
C -5.47218 -1.87462 -0.21639
C -6.65379 -1.26104 0.15576
C -6.62620 0.04251 0.63297
C -5.42454 0.72072 0.71642
C -4.22690 0.12141 0.32154
P -2.66817 1.12031 0.33513
C -3.31799 2.44102 -0.76436
C -3.24028 2.15289 -2.12737
C -3.77220 3.02023 -3.06735
C -4.39146 4.19079 -2.64976
C -4.47261 4.48553 -1.29643
C -3.93195 3.62040 -0.35487
C -2.74693 1.82688 2.01498
C -3.20544 1.05586 3.08276
C -3.11053 1.53027 4.38272
C -2.56025 2.77888 4.62928
C -2.09327 3.54854 3.57381
C -2.16886 3.06825 2.27749
H -4.51141 -3.14555 -2.68307
H -4.49149 -3.78046 -5.05417
H -2.41344 -3.49144 -6.38263
H -0.45045 -2.44667 -5.36612
H 0.62306 -3.94568 -2.66611
H 2.61362 -5.30934 -3.20351
H 4.59560 -4.24487 -4.23920
H 4.55707 -1.83388 -4.77715
H 2.57035 -0.47060 -4.22162
H -0.23828 1.57352 -2.16339
H -0.36886 3.68263 -3.43748
H -0.20488 3.63478 -5.91373
H 0.15369 1.48487 -7.07257
H 0.35348 -0.58945 -5.80729
H -4.11628 -4.69520 -0.95634
H -4.20618 -6.86207 0.18297
H -2.63410 -7.34520 2.04038
H -0.99245 -5.65221 2.72181
H 1.06916 -4.32403 4.26609
H 3.06268 -5.75899 4.31590
H 4.19094 -6.40494 2.21584
H 3.29095 -5.62542 0.04560
H 1.31703 -4.13595 -0.00664
H -2.98216 -3.35961 3.29739
H -3.73072 -2.72786 5.55186
H -2.16472 -1.65479 7.13372
H 0.17453 -1.24231 6.45540
H 0.93047 -1.88297 4.18712
H -5.50249 -2.90418 -0.55728
H -7.59174 -1.79564 0.08130
H -7.54328 0.52993 0.93789
H -5.40811 1.73732 1.08838
H -2.77026 1.22810 -2.44751
H -3.70507 2.78239 -4.12153
H -4.81126 4.87228 -3.37850
H -4.96899 5.39140 -0.97024
H -3.99267 3.86451 0.69912
H -3.63483 0.07837 2.89655
H -3.47555 0.92350 5.20218
H -2.48224 3.14482 5.64530
H -1.65395 4.52045 3.76249
H -1.77323 3.66158 1.46345
C 3.92367 2.84384 -4.26776
C 4.01279 1.68615 -3.50802
C 3.42962 1.63185 -2.25104
C 2.75680 2.73560 -1.73549
C 2.65670 3.88578 -2.51200
C 3.23822 3.94126 -3.76984
As 2.12315 2.63675 0.11776
C 1.12694 4.32408 0.16473
C 1.51183 5.46325 0.86409
C 0.72610 6.60807 0.83266
C -0.44977 6.63447 0.09764
C -0.85017 5.50021 -0.59419
C -0.07343 4.35396 -0.54517
C 3.83572 3.25872 0.85666
C 4.53095 4.33965 0.31685
C 5.69931 4.79503 0.90629
C 6.20846 4.16200 2.03303
C 5.54504 3.06774 2.56261
C 4.36549 2.62724 1.97652
H 4.38799 2.89112 -5.24448
H 4.54290 0.82836 -3.90390
H 3.49930 0.72275 -1.66360
H 2.11572 4.74522 -2.13314
H 3.15766 4.84535 -4.36068
H 2.42220 5.47010 1.44770
H 1.03424 7.48949 1.38087
H -1.05584 7.53078 0.07238
H -1.76670 5.50551 -1.16989
H -0.41074 3.46340 -1.06856
H 4.16057 4.82537 -0.57684
H 6.20828 5.65375 0.48740
H 7.12416 4.51638 2.48836
H 5.93723 2.56099 3.43596
H 3.84978 1.77280 2.39342

=====

4.
The following is a quantum chemistry calculation of C12H15BrIrN2O5 as an isolated structure, from OMol25.

Computed properties:
<S²> ... 6.0118
Charge ... +1
Gap between HOMO and LUMO (alpha / beta) ... 0.353 / 0.235 Eh
2S+1 ... 5

Positions of all 36 atoms, in Å:
Ir 2.09606 0.77052 -0.58831
N 1.67491 -1.07967 0.71774
C 2.56161 -2.14963 0.21526
C 3.07949 -1.87286 -1.19814
O 3.69131 -2.67744 -1.81780
O 2.77835 -0.63748 -1.67571
H 1.82686 -0.90192 1.70586
H 0.69657 -1.32279 0.59283
H 2.06389 -3.11752 0.18639
H 3.43426 -2.24913 0.85866
C -2.04011 -1.21312 -2.50614
N -1.46228 0.02511 -3.02938
C -1.95249 0.59223 -4.29082
C -0.44595 0.57682 -2.41724
O 0.05397 0.11454 -1.35750
H -3.02294 -1.35333 -2.94457
H -2.13439 -1.14188 -1.42611
H -1.40930 -2.06543 -2.76092
H -2.93960 0.18897 -4.49259
H -1.29423 0.33272 -5.11879
H -2.03437 1.67400 -4.21205
H -0.04867 1.48042 -2.88757
Br -3.31771 0.44302 0.99000
C -1.82507 0.69541 2.12878
C -1.88417 0.24454 3.43848
C -0.80270 0.46502 4.28157
C 0.32366 1.12758 3.81769
C 0.37306 1.54839 2.49319
C -0.70506 1.34039 1.64003
C 1.60292 2.25673 2.02892
O 2.33336 2.86788 2.74146
O 1.86803 2.13164 0.68882
H -2.76972 -0.26081 3.79771
H -0.84799 0.12755 5.30793
H 1.16301 1.33326 4.46810
H -0.68456 1.70626 0.62424

=====

5.
The following is a quantum chemistry calculation of a 2-piece molecular cluster, C5H12N3O overall in a non-equilibrium geometry, from OMol25.

Computed properties:
Charge ... +1
Gap between HOMO and LUMO (alpha / beta) ... 0.303 / 0.303 Eh
Energy relative to the best compared isomer or geometry (same formula, charge and spin) ... 115.6 kcal per mole

Positions of all 21 atoms, in Å:
C -0.37441 2.80883 -0.35101
C 1.49061 1.64680 -1.33432
C -1.39728 -2.02714 1.84179
C -1.04691 -1.56088 0.40195
C -0.02974 -0.45767 0.22370
N 1.29526 -1.67778 -1.41765
N 0.90673 2.23603 -0.27598
N 0.92984 -0.61320 -0.92609
O -1.20779 2.45437 -1.12404
H -0.62742 3.42401 0.44841
H 2.54685 1.48463 -1.43931
H -0.68389 -2.64562 2.39061
H -1.79788 -1.17912 2.37749
H -2.27801 -2.56353 1.77980
H -1.92787 -1.41951 -0.16529
H -0.50712 -2.40155 -0.00355
H -0.42705 0.52696 0.12755
H 0.65538 -0.49789 1.10474
H 2.15481 -1.47666 -2.04092
H 1.37187 2.39354 0.63258
H 0.95401 1.54537 -2.25049

=====

6.
The following is a quantum chemistry calculation of a 4-piece molecular cluster, C2H11NO5 overall in a non-equilibrium geometry, from OMol25.

Computed properties:
Gap between HOMO and LUMO ... 0.145 Eh
Energy relative to the best compared isomer or geometry (same formula, charge and spin) ... 192.2 kcal per mole

Positions of all 19 atoms, in Å:
O 0.74041 2.50462 -0.48124
C -0.31403 1.92598 -0.08890
O -0.46344 1.74951 1.37378
C -0.19161 0.40706 -0.52064
N -0.11777 0.34068 -2.02442
H -1.28620 2.30732 -0.41272
H 0.74679 0.02536 -0.11366
H -1.04485 -0.19110 -0.18016
H 0.61968 -0.33543 -2.18918
H 0.19471 1.18902 -2.49198
H -0.29595 -1.67471 1.64402
H -1.41483 -3.09415 0.20367
O -0.74722 -2.40085 0.30060
H -0.28355 -0.19239 2.16254
H 0.24018 2.24305 1.82258
O -0.00497 -1.08380 2.39880
H 0.08990 -2.39107 -0.72846
H 1.18791 -2.89167 -1.81482
O 1.09156 -2.20130 -1.13973

=====

7.
The following is a quantum chemistry calculation of a 2-piece molecular cluster, C4H8N2O overall in a non-equilibrium geometry, from OMol25.

Computed properties:
Gap between HOMO and LUMO (alpha / beta) ... 0.311 / 0.296 Eh
Energy relative to the best compared isomer or geometry (same formula, charge and spin) ... 147.4 kcal per mole

Positions of all 15 atoms, in Å:
C 0.09659 0.84738 -0.30851
C 0.36054 -0.63875 -0.27981
C -1.13171 1.51284 0.11006
C -0.66311 -1.68012 0.19936
N 2.87521 0.58055 0.16183
N 0.91198 0.14703 0.67879
O 3.23950 -0.39212 -0.34506
H 0.67505 1.16703 -1.15447
H 0.90567 -0.92582 -1.14303
H -1.33126 1.47877 1.23448
H -1.97940 0.96087 -0.21890
H -1.20158 2.56289 -0.27993
H -1.53817 -1.64712 -0.39581
H -0.91916 -1.29181 1.21815
H -0.30014 -2.68164 0.52286

=====

8.
The following is a quantum chemistry calculation of a 2-piece molecular cluster, C7H10S2 overall, from OMol25.

Computed properties:
<S²> ... 2.0111
Gap between HOMO and LUMO (alpha / beta) ... 0.274 / 0.296 Eh
2S+1 ... 3

Positions of all 19 atoms, in Å:
C -1.75528 0.60735 1.07534
C -1.62452 0.14309 -0.24945
C -0.72487 0.24451 1.88704
C -0.47692 -0.57166 -0.43936
C -0.81457 -0.61777 -3.08654
C 3.01482 -0.73467 -1.79724
C -0.53378 0.53542 3.33364
S 0.45170 -0.69078 1.01968
S 0.07160 -1.39176 -1.88739
H -2.59767 1.18849 1.40588
H -2.35008 0.32088 -1.02005
H -1.08036 0.41518 -2.98126
H -0.74986 -1.05380 -4.06479
H 3.01821 0.14725 -2.40343
H 3.27067 -1.67192 -2.24048
H -1.22243 -0.05538 3.93727
H 0.48091 0.29019 3.63297
H -0.72064 1.58780 3.53932
H 3.04957 -0.64059 -0.73452

=====

9.
The following is a quantum chemistry calculation of C3H3IO2 as an isolated structure in a non-equilibrium geometry, from OMol25.

Computed properties:
Gap between HOMO and LUMO ... 0.359 Eh
Energy relative to the best compared isomer or geometry (same formula, charge and spin) ... 29.8 kcal per mole

Positions of all 9 atoms, in Å:
C 0.15449 1.14785 -0.11010
C -0.93335 -0.58370 0.55312
C 0.59747 -0.22371 -0.63143
O 0.62326 2.22281 -0.28653
O -0.91325 0.83389 0.64985
I 2.48408 -0.86879 0.00353
H -1.79658 -0.96222 0.03035
H -0.61118 -1.08779 1.45478
H 0.39505 -0.47834 -1.66358